Entry 1:
85
Properties=species:S:1:pos:R:3 method="wB97M-V/def2-TZVPD" e_lumo_ha="-0.064 / -0.039" homo_lumo_gap_ev="7.27 / 7.93" total_energy_ev=-139632.0624 de_lowest_kcal_mol=68.2 total_charge=0 spin_multiplicity=2
V -0.10294 -0.31519 -1.20874
C 7.02725 -2.57196 -3.99527
C 5.53896 -2.42116 -3.85441
C 4.98860 -1.31404 -3.21020
C 3.61802 -1.16892 -3.08996
C 2.78864 -2.15057 -3.61586
C 3.30900 -3.26360 -4.25684
C 4.68414 -3.38917 -4.37286
S 1.04892 -1.94164 -3.49274
O 0.70374 -0.62277 -3.95706
O 0.41831 -3.11150 -4.02708
N 0.75228 -1.83965 -1.88742
C 0.85729 -2.97522 -0.99685
C 0.35379 -2.50473 0.35875
O 0.50547 -3.11540 1.37783
O -0.26727 -1.31243 0.30307
H 7.55450 -1.72754 -3.55499
H 7.31043 -2.63957 -5.04653
H 7.37311 -3.48274 -3.50459
H 5.64355 -0.55269 -2.80536
H 3.19388 -0.29822 -2.60548
H 2.63790 -4.00968 -4.65891
H 5.10002 -4.25263 -4.87779
H 1.88581 -3.33102 -0.89284
H 0.24170 -3.81770 -1.32682
S 0.32874 -0.39374 6.29648
C 0.82898 -0.08523 4.63044
C 0.08009 0.84342 3.91054
C 0.42343 1.10523 2.59809
N 1.44462 0.51946 1.96863
C 2.16097 -0.34561 2.67488
C 1.90324 -0.68856 3.99579
C 1.39845 -1.73341 6.76280
C 2.41231 -1.52436 7.68456
C 3.20931 -2.60372 8.04536
N 3.06121 -3.82641 7.54920
C 2.08371 -4.01233 6.66476
C 1.22444 -3.00976 6.24473
H -0.76016 1.35455 4.36278
H -0.15712 1.80810 2.01438
H 2.99615 -0.81122 2.16101
H 2.53004 -1.41180 4.49737
H 2.57751 -0.54391 8.10927
H 4.00793 -2.47313 8.76709
H 1.98026 -5.01711 6.27076
H 0.44492 -3.21574 5.52318
C -3.80654 0.86481 -1.90621
C -2.41722 0.96764 -2.51550
O -1.62801 -0.08346 -2.05048
C -2.49256 0.78246 -4.06134
F -1.36760 1.16496 -4.66792
F -2.70818 -0.50219 -4.34352
F -3.50818 1.48061 -4.59283
C -1.82762 2.39012 -2.20091
F -0.62161 1.22376 -0.22272
F -2.24071 3.25531 -3.13329
F -2.21313 2.87400 -1.03064
H -4.26026 -0.07090 -2.22720
H -4.43113 1.69705 -2.22753
H -3.72292 0.85793 -0.82324
O -5.12849 -0.50919 1.22229
C -4.04259 -0.94544 1.50712
O -2.91154 -0.40672 1.05967
C -3.83654 -2.15218 2.42401
N -2.41614 -2.51995 2.45308
C -1.90757 -2.45537 3.82766
C -2.83353 -1.44131 4.48494
C -4.19331 -1.79182 3.87904
H -4.47803 -2.94761 2.04085
H -2.18809 -0.98853 1.40416
H -2.20605 -3.39274 1.99282
H -0.86132 -2.14851 3.81797
H -1.98678 -3.42456 4.33701
H -2.53850 -0.43164 4.18787
H -2.81304 -1.49393 5.57243
H -4.92318 -0.98663 3.93035
H -4.61830 -2.66392 4.37886
F 1.56564 4.42430 -2.64120
C 1.95732 3.17982 -2.41209
F 2.04663 2.51973 -3.55377
F 3.14779 3.19478 -1.81817
S 0.76875 2.36910 -1.24657
O 1.37955 0.99313 -1.31774
O 0.76985 3.23658 -0.12998
O -0.39452 2.46803 -2.32005

***

Entry 2:
13
Properties=species:S:1:pos:R:3 method="wB97M-V/def2-TZVPD" e_lumo_ha="-0.015 / -0.011" homo_lumo_gap_ev="7.32 / 7.44" total_energy_ev=-88187.4971 de_lowest_kcal_mol=77.9 total_charge=0 spin_multiplicity=1
C -0.57788 -0.15992 0.26274
C 0.38200 -0.89732 1.17901
C -1.68851 -1.06332 -0.44866
C 0.28104 0.78751 -0.62407
C 1.48996 1.06625 0.19752
O -1.94782 -2.13746 -0.10603
S 1.86911 -0.24912 1.10160
Br 2.84464 2.15857 -0.62108
H -1.20764 0.59302 0.98746
H 0.19954 -1.41856 2.12638
H -2.05449 -0.78283 -1.50127
H 0.53378 0.30827 -1.67439
H -0.12373 1.79490 -0.87922